Formula: C27H38BiCl2PSb
Source: the OMol25 dataset
Level of theory: wB97M-V/def2-TZVPD

Results
* strongest force on any atom: 3.4 eV/Å
* E_HOMO (spin up / spin down): -2.754 / -2.831 eV
* energy relative to the best compared isomer or geometry (same formula, charge and spin): 119.92 kJ/mol
* net charge: -1
* electronic energy: -75323.1112 eV

Cartesian coordinates (Å):
Bi1 -0.397 0.110 1.017
Cl1 -1.295 1.758 -0.652
Cl2 0.886 -1.498 -0.445
H1 -1.893 -0.869 0.920
H2 1.000 1.195 1.272
P1 -0.037 0.036 -3.971
C1 0.247 1.751 -4.508
C2 1.174 -1.154 -4.646
C3 -1.825 -0.318 -4.106
C4 1.049 2.428 -3.383
H3 -0.772 2.178 -4.513
C5 0.856 1.955 -5.898
H4 1.788 1.393 -6.035
H5 1.077 3.022 -6.024
H6 0.152 1.665 -6.686
H7 0.503 2.357 -2.434
H8 1.191 3.486 -3.619
H9 2.034 1.961 -3.253
H10 -2.258 0.583 -3.629
C6 -2.195 -1.530 -3.229
C7 -2.355 -0.392 -5.539
H11 -2.324 0.593 -6.023
H12 -3.406 -0.710 -5.503
H13 -1.797 -1.107 -6.156
H14 -1.464 -1.692 -2.424
H15 -2.297 -2.442 -3.828
H16 -3.160 -1.320 -2.753
C8 2.557 -0.860 -4.035
H17 1.189 -0.956 -5.731
C9 0.781 -2.616 -4.387
H18 2.936 0.142 -4.274
H19 3.268 -1.592 -4.431
H20 2.509 -0.971 -2.941
H21 0.703 -2.804 -3.306
H22 1.577 -3.257 -4.787
H23 -0.158 -2.904 -4.874
C10 -1.029 4.598 4.226
C11 0.164 4.170 3.624
C12 0.486 2.807 3.611
C13 -0.408 1.895 4.181
C14 -1.612 2.308 4.756
C15 -1.921 3.677 4.792
Sb1 0.002 -0.280 4.319
C16 2.216 -0.555 4.112
C17 2.945 -0.511 2.924
C18 4.346 -0.609 2.965
C19 5.008 -0.829 4.181
C20 4.267 -0.915 5.365
C21 2.869 -0.759 5.328
C22 -1.819 -1.507 3.830
C23 -1.707 -2.861 4.147
C24 -2.782 -3.724 3.871
C25 -3.934 -3.229 3.243
C26 -4.036 -1.863 2.933
C27 -2.988 -0.991 3.271
H24 -1.264 5.658 4.258
H25 0.851 4.894 3.177
H26 1.421 2.481 3.146
H27 -2.300 1.582 5.201
H28 -2.847 4.008 5.270
H29 2.444 -0.390 1.960
H30 4.931 -0.518 2.047
H31 6.093 -0.935 4.207
H32 4.770 -1.095 6.317
H33 2.300 -0.795 6.260
H34 -0.806 -3.242 4.634
H35 -2.715 -4.780 4.156
H36 -4.756 -3.907 3.006
H37 -4.929 -1.484 2.424
H38 -3.102 0.080 3.070